90
Properties=species:S:1:pos:R:3:forces:R:3 method="wB97M-V/def2-TZVPD" charge=+2 spin_multiplicity=5 total_energy_ev=-115775.414 orbital_gap_ev="8.08 / 7.52" s_squared=6.011 e_homo_ha="-0.4647 / -0.4696"
Fe -1.205099 -0.025062 -0.894016 -0.117 -0.896 0.823
C -3.591428 -1.790029 -2.493031 -0.099 0.001 0.168
C -4.319947 -0.757557 -1.636683 0.041 -0.035 -0.287
O -3.536637 -0.252741 -0.551706 0.217 -0.050 -0.023
C -3.693001 -0.892771 0.717274 0.113 -0.221 0.226
C -3.025622 -2.250193 0.747358 -0.225 0.074 0.012
O -1.711174 -2.077201 0.240039 0.079 0.347 -0.157
C -1.113175 -3.278144 -0.223232 0.184 -0.104 -0.166
C 0.243455 -2.929318 -0.816303 -0.112 -0.018 0.240
O 0.230674 -1.743785 -1.610407 -0.527 0.235 -0.258
C 0.014882 -1.915638 -3.010349 -0.097 -0.061 -0.179
C -1.411232 -2.314443 -3.328479 0.169 -0.055 -0.033
O -2.248163 -1.370012 -2.672761 0.030 0.017 0.217
H -4.104565 -1.855108 -3.456821 -0.004 -0.050 -0.008
H -3.611677 -2.783717 -2.033430 0.053 0.013 -0.016
H -5.250127 -1.192153 -1.265965 -0.033 0.052 0.015
H -4.557971 0.110896 -2.250086 -0.041 0.001 0.020
H -4.749042 -0.982856 0.980749 -0.008 0.042 -0.011
H -3.192462 -0.232715 1.426386 -0.074 0.027 0.012
H -3.578142 -2.971393 0.136404 0.081 -0.035 0.000
H -3.000895 -2.623195 1.775116 0.023 -0.035 0.001
H -1.768623 -3.770119 -0.948648 -0.074 0.075 0.046
H -0.957675 -3.972374 0.608030 -0.018 -0.018 -0.001
H 0.617867 -3.772754 -1.400351 0.078 0.014 0.021
H 0.932619 -2.719455 -0.000288 0.003 -0.052 -0.065
H 0.709294 -2.649807 -3.425530 0.054 0.031 0.030
H 0.223133 -0.937007 -3.446849 0.095 -0.055 -0.039
H -1.628562 -3.326367 -2.974580 -0.041 0.019 -0.018
H -1.568056 -2.294494 -4.410492 -0.043 0.029 -0.004
C -2.644295 3.683026 -3.319958 -0.142 -0.275 0.249
Sb -1.796251 1.752273 -2.891707 0.777 0.943 -0.870
C 0.229510 2.417221 -2.522638 -0.232 -0.054 -0.030
C -1.453835 1.215602 -4.948521 -0.270 -0.099 0.231
H -1.908376 4.278872 -3.855350 0.079 -0.084 0.017
H -2.936963 4.194155 -2.405164 0.017 0.001 -0.006
H -3.521097 3.541985 -3.949674 -0.005 0.011 0.021
H 0.714172 2.685909 -3.459563 -0.009 -0.023 -0.023
H 0.786969 1.615571 -2.032058 0.110 0.082 -0.038
H 0.204439 3.280005 -1.859047 -0.010 -0.021 0.039
H -1.394087 2.137786 -5.522971 0.051 0.000 -0.009
H -2.273432 0.611877 -5.335803 0.023 0.001 -0.023
H -0.520546 0.665061 -5.053600 0.010 0.012 0.030
N -2.548416 3.644983 2.223642 -0.003 0.042 -0.039
C -2.657128 2.712575 1.282311 -0.605 -0.066 -0.262
N -3.875898 2.388523 0.834355 0.036 0.220 0.137
S -1.262888 1.944084 0.702920 0.461 -0.021 0.105
H -3.350318 4.138555 2.582913 0.039 0.012 0.015
H -1.632683 3.925497 2.535281 -0.010 -0.037 0.011
H -4.702270 2.882649 1.133293 0.009 -0.032 -0.007
H -3.950674 1.703539 0.099905 0.010 -0.051 -0.025
C 1.553805 3.679410 1.920134 0.005 -0.230 -0.160
Si 2.723618 2.343122 1.275443 0.016 -0.044 0.008
C 3.399945 2.757185 -0.433772 -0.093 0.011 0.239
C 4.114795 2.220612 2.539890 -0.113 -0.126 -0.198
Sb 1.453780 0.031655 0.866319 0.205 0.245 0.334
Si 0.740445 -0.678238 3.301233 0.128 -0.108 0.029
C -0.772909 0.286050 3.887501 0.166 -0.034 -0.182
C 2.174888 -0.409421 4.490316 -0.201 -0.049 -0.175
C 0.289088 -2.513917 3.240101 0.093 0.232 -0.053
Si 3.556024 -1.510505 0.343654 -0.013 0.150 0.095
C 3.871118 -1.334478 -1.507016 -0.011 0.018 0.217
C 4.994845 -0.869723 1.376533 -0.181 -0.109 -0.196
C 3.263417 -3.331276 0.772632 -0.108 0.186 -0.030
H 2.123550 4.594154 2.101147 0.080 -0.044 -0.007
H 1.108572 3.372707 2.871022 0.003 -0.009 -0.026
H 0.756199 3.911827 1.215502 -0.003 -0.015 -0.006
H 4.056008 3.629609 -0.384311 -0.002 0.003 0.027
H 2.599052 2.981185 -1.139829 0.004 -0.013 0.016
H 3.982985 1.926833 -0.837033 0.010 0.000 0.020
H 4.409451 3.233929 2.824568 -0.051 0.034 -0.044
H 4.997365 1.723360 2.139698 -0.044 0.045 0.026
H 3.816306 1.699172 3.449565 0.005 0.020 -0.030
H -0.505244 1.304900 4.174473 -0.005 0.012 -0.044
H -1.215961 -0.199719 4.760142 0.095 -0.047 0.028
H -1.536327 0.346160 3.110844 -0.012 -0.001 -0.011
H 2.340896 0.651820 4.681197 -0.015 -0.017 -0.009
H 3.101687 -0.838377 4.105987 0.000 -0.001 0.009
H 1.962206 -0.887580 5.449717 -0.040 -0.007 -0.007
H -0.404983 -2.726516 2.424754 -0.014 0.019 0.019
H -0.185127 -2.817352 4.176434 -0.001 0.043 0.018
H 1.174124 -3.137796 3.109604 -0.025 0.003 0.007
H 4.298939 -0.359194 -1.746586 -0.033 0.008 0.011
H 2.952277 -1.448471 -2.085970 -0.005 -0.023 0.033
H 4.580341 -2.094310 -1.844029 0.014 -0.011 0.027
H 5.493775 -0.036462 0.878936 -0.022 0.002 0.024
H 5.732725 -1.662049 1.518885 0.003 -0.018 -0.050
H 4.669254 -0.535906 2.361523 0.031 -0.037 -0.012
H 2.894049 -3.899725 -0.082851 0.016 0.018 0.013
H 2.568408 -3.471884 1.601153 0.037 -0.009 -0.018
H 4.212068 -3.780989 1.072613 0.041 0.051 -0.030



102
Properties=species:S:1:pos:R:3:forces:R:3 method="wB97M-V/def2-TZVPD" total_energy_ev=-700507.392 orbital_gap_ev=7.90 e_homo_ha=-0.3113
O 5.644885 -3.283758 -4.724249 -0.119 0.194 0.184
P 4.395827 -3.205014 -3.937361 0.451 -0.660 0.411
N 3.073014 -2.591689 -4.754431 -0.356 -0.184 0.138
C 3.413819 -1.506757 -5.689909 0.032 -0.466 -0.030
C 1.993833 -3.488635 -5.176810 0.173 0.082 -0.072
N 4.551861 -2.215103 -2.601555 -0.371 0.665 -0.688
C 5.846348 -2.015209 -1.977817 -0.047 -0.170 -0.098
C 3.409333 -1.907882 -1.762906 0.209 -0.989 0.333
N 3.990486 -4.745155 -3.400459 -0.483 0.401 -0.015
C 4.812056 -5.892070 -3.753165 0.441 0.405 -0.469
C 2.855705 -5.061037 -2.536038 0.659 -0.226 -0.269
H 2.535864 -1.244233 -6.276798 -0.136 0.177 0.257
H 4.168491 -1.843289 -6.406252 0.164 0.194 0.112
H 3.770407 -0.649123 -5.124073 0.078 0.123 -0.155
H 1.409724 -2.994931 -5.951206 0.067 -0.010 -0.062
H 1.299965 -3.693291 -4.361278 0.036 -0.074 0.072
H 2.370158 -4.435251 -5.571089 -0.097 -0.041 -0.048
H 5.952726 -2.632556 -1.077535 0.109 -0.027 -0.032
H 6.616904 -2.264943 -2.704117 0.065 -0.045 0.121
H 5.967330 -0.968055 -1.688082 -0.048 0.006 -0.002
H 3.302515 -2.712672 -1.016855 -0.081 0.223 0.148
H 3.556066 -0.977958 -1.212012 -0.044 0.192 -0.223
H 2.485016 -1.910520 -2.338971 0.051 0.346 -0.087
H 5.823526 -5.545841 -3.966529 0.019 -0.091 0.228
H 4.818566 -6.593161 -2.919891 0.060 -0.095 -0.031
H 4.501510 -6.390991 -4.679354 -0.353 -0.127 0.201
H 2.181258 -4.216463 -2.441530 -0.149 -0.034 -0.005
H 3.191432 -5.354219 -1.534464 -0.020 0.090 0.029
H 2.347739 -5.933383 -2.963393 -0.323 0.155 0.047
O -4.000203 3.140469 6.676999 -0.451 0.344 0.081
P -3.758835 2.453364 5.402687 0.281 -0.483 -0.756
N -4.764698 1.132175 5.197767 0.434 -0.003 0.501
C -6.135836 1.225552 5.663226 0.026 -0.700 0.258
C -4.586930 0.219300 4.103540 -0.297 -0.470 -0.802
N -2.251546 1.762632 5.223320 0.344 -0.087 -0.360
C -1.105517 2.620756 4.912931 -0.254 0.392 -0.299
C -1.960381 0.537604 5.962436 -0.460 -0.133 0.453
N -3.944996 3.457914 4.077203 0.543 0.450 0.504
C -3.429170 3.216795 2.740825 -0.078 -0.703 0.358
C -4.575950 4.759187 4.295791 -0.640 -0.207 -0.030
H -6.192914 1.779625 6.596555 0.016 0.430 -0.258
H -6.494785 0.222466 5.927287 0.050 -0.011 -0.203
H -6.789710 1.607011 4.871244 -0.127 0.245 0.199
H -5.348111 0.369401 3.317390 0.039 0.156 0.073
H -4.690552 -0.832158 4.401779 -0.002 0.109 0.262
H -3.621834 0.309702 3.606924 0.094 0.170 0.225
H -1.073194 2.880265 3.852784 -0.050 0.008 -0.029
H -1.134196 3.562243 5.467624 0.098 -0.063 0.121
H -0.167185 2.111846 5.119172 -0.079 -0.099 0.207
H -0.915610 0.495655 6.262914 0.077 0.081 -0.186
H -2.536375 0.477243 6.890690 -0.044 0.056 -0.069
H -2.200864 -0.352126 5.377940 0.059 -0.040 0.019
H -2.791123 4.043051 2.423336 -0.091 0.052 -0.190
H -2.829331 2.305437 2.749477 0.104 0.068 0.030
H -4.229277 3.012822 2.021479 -0.033 0.353 -0.086
H -4.212004 5.254971 5.193319 0.153 -0.006 -0.066
H -5.661279 4.645058 4.410386 0.051 0.064 0.034
H -4.435574 5.385925 3.416390 0.249 0.050 0.045
O 0.817313 4.511248 0.113978 0.193 0.051 0.077
P 0.657873 3.496214 -0.940608 -0.038 -0.731 0.037
N -0.761072 3.502323 -1.811288 0.319 0.299 -0.116
C -0.951424 4.452668 -2.909386 -0.099 -0.540 -0.213
C -1.952820 3.090488 -1.097341 -0.449 -0.004 0.636
N 0.652444 1.956495 -0.262738 -0.482 0.508 -0.041
C 0.416702 0.737914 -1.022343 -0.067 0.417 0.115
C 0.992640 1.785069 1.136020 0.489 0.166 0.320
N 1.830826 3.616160 -2.126599 -0.535 0.074 0.068
C 1.816872 2.727715 -3.281052 -0.137 0.110 0.238
C 3.139015 4.095380 -1.725139 0.165 0.449 -0.279
H -0.103068 5.125293 -3.006092 -0.038 0.070 0.110
H -1.873857 5.013124 -2.765149 0.100 0.202 0.102
H -1.056205 3.912683 -3.858322 -0.019 0.085 -0.017
H -1.845894 3.168538 -0.007861 0.310 -0.022 -0.077
H -2.252497 2.060688 -1.297990 0.026 0.085 -0.328
H -2.794226 3.754242 -1.305036 0.051 -0.049 -0.327
H -0.148632 0.986114 -1.921572 0.201 -0.084 -0.140
H 1.357764 0.241214 -1.278735 -0.106 -0.149 -0.116
H -0.208162 0.053127 -0.443059 0.127 -0.054 0.059
H 0.521405 0.885059 1.531482 -0.002 -0.005 -0.114
H 2.078204 1.709789 1.291767 -0.057 -0.229 -0.006
H 0.679512 2.633126 1.746204 -0.154 0.061 -0.229
H 2.177134 1.726242 -3.026169 0.189 -0.028 -0.176
H 0.804233 2.631386 -3.668959 -0.005 -0.048 0.038
H 2.427069 3.163915 -4.072632 0.117 -0.088 0.019
H 3.822938 3.302098 -1.404274 -0.069 -0.068 0.069
H 3.030329 4.841013 -0.940719 -0.026 -0.181 0.147
H 3.597141 4.613149 -2.574610 0.043 -0.132 -0.010
C -4.078949 -1.401466 0.425502 0.238 0.212 -0.288
Br -4.618421 -1.798139 -1.397434 0.097 0.023 0.353
Br -3.112371 0.286487 0.484266 -0.252 -0.519 0.108
Br -3.046314 -2.833288 1.202341 -0.208 0.131 -0.130
H -4.983448 -1.283461 1.004146 0.021 -0.003 0.054
C -0.802326 -5.855812 -1.647300 -0.406 -0.563 -0.316
Br -0.107842 -4.927494 -0.118909 -0.027 -0.182 -0.194
Br -2.404112 -5.037815 -2.377187 0.358 -0.029 0.253
Br -1.108419 -7.763188 -1.341737 0.108 0.520 0.134
H -0.049761 -5.830825 -2.421868 0.044 0.187 0.033
C 0.492966 -2.649399 2.636820 0.389 0.240 0.346
Br 1.360488 -3.737572 3.984480 0.037 0.218 -0.112
Br 1.715069 -2.109946 1.231929 -0.215 -0.284 0.243
Br -0.317133 -1.063778 3.403819 -0.013 -0.525 -0.076
H -0.259370 -3.317771 2.244070 -0.217 0.376 -0.279



87
Properties=species:S:1:pos:R:3:forces:R:3 method="wB97M-V/def2-TZVPD" smiles=COC[C@H](C)N.COC[C@H](C)N.COC[C@H](C)N.CC(C)O.CC(C)O.CC(C)O total_energy_ev=-39452.044 orbital_gap_ev=9.60 e_homo_ha=-0.3358
C 4.803110 -4.873174 3.315316 -0.518 0.500 -0.193
O 4.405670 -6.202484 3.053476 -0.844 -1.058 1.169
C 3.334830 -6.566824 4.008796 0.275 0.018 -0.611
C 2.481540 -7.790664 3.630146 -1.427 -0.197 -0.768
C 1.569410 -7.604604 2.395296 1.179 -0.731 -1.013
N 1.520730 -8.160294 4.695306 0.823 0.058 0.833
H 4.993720 -4.660954 4.367326 -0.298 -0.185 0.299
H 3.985000 -4.260624 2.936406 0.036 0.614 0.278
H 5.714450 -4.535514 2.821796 0.023 -0.755 -0.472
H 3.756980 -6.743324 4.998106 0.236 -0.044 0.024
H 2.648150 -5.726414 4.110126 -0.066 0.309 -0.080
H 3.100010 -8.681194 3.518096 0.297 0.188 -0.242
H 0.896320 -6.752054 2.485956 0.373 0.262 -0.197
H 0.937360 -8.465434 2.177126 -0.260 -0.326 0.900
H 2.142010 -7.678374 1.470756 0.242 1.197 -0.230
H 1.224440 -9.093324 4.446786 -0.045 -0.210 0.270
H 0.673620 -7.616404 4.613576 -0.038 0.370 0.040
C 2.795970 3.346456 -5.684274 -0.693 -0.116 0.602
O 4.139440 3.528416 -5.983124 0.254 -0.917 -0.022
C 4.440620 4.797066 -6.476354 0.687 0.415 0.280
C 4.290570 5.923196 -5.417944 -0.744 1.256 -1.318
C 4.820450 7.243876 -5.967244 0.732 -0.281 -0.085
N 4.877520 5.572976 -4.159914 0.029 -0.203 0.038
H 2.117920 3.549786 -6.513134 0.059 0.246 -0.302
H 2.539190 3.995836 -4.847334 -0.466 0.015 0.127
H 2.614160 2.313266 -5.388404 0.277 -0.003 0.042
H 5.502860 4.708296 -6.704114 0.191 0.297 -0.145
H 3.922000 4.946726 -7.423304 -0.328 0.449 -0.027
H 3.254430 6.170496 -5.186954 -0.424 -0.500 -0.275
H 5.879270 7.176106 -6.217054 0.282 -0.213 0.023
H 4.762030 8.027386 -5.211724 -0.361 0.060 -0.149
H 4.342200 7.515156 -6.908404 -0.304 0.178 0.213
H 5.881730 5.598156 -4.264964 0.332 -0.218 0.158
H 4.595370 4.604896 -4.102364 0.474 -0.466 0.852
C -2.914210 -1.423034 4.947576 0.164 0.800 -0.881
O -2.976400 -2.727354 4.401976 -1.149 1.758 -0.669
C -3.415100 -3.648014 5.331546 -0.301 -2.366 -0.823
C -3.979210 -4.922044 4.586856 0.034 -0.948 1.837
C -5.450840 -4.772454 4.096146 1.457 0.852 -0.197
N -3.811410 -6.023864 5.588036 0.120 0.474 0.075
H -2.057040 -1.350814 5.617006 -0.129 0.287 0.188
H -3.824720 -0.981214 5.352386 -0.452 -1.052 0.996
H -2.864140 -0.680284 4.151386 1.059 -0.364 -0.549
H -2.519120 -3.910544 5.894046 -0.322 -0.492 0.629
H -4.256250 -3.365214 5.964466 0.152 0.785 0.271
H -3.275150 -5.197654 3.801716 -0.320 0.312 -0.416
H -5.891630 -5.711814 3.762386 0.204 0.083 -0.155
H -5.356190 -4.041334 3.293266 -0.525 -0.158 -0.444
H -6.119540 -4.309954 4.822116 0.177 -0.166 0.372
H -4.267180 -6.896124 5.361046 -0.110 0.056 -0.502
H -4.219090 -5.751804 6.471146 -0.042 0.147 0.229
C -4.550270 5.917556 -3.258274 -0.284 -1.142 0.136
C -4.941360 7.071136 -4.166774 -0.900 0.925 0.642
C -5.950840 8.148856 -3.597004 -0.462 -1.450 -0.340
O -3.731950 7.694926 -4.539674 0.257 0.585 -0.651
H -4.442390 4.979706 -3.803144 0.085 0.090 -0.568
H -5.274190 5.603436 -2.506364 -0.006 0.608 0.367
H -3.545850 6.074466 -2.865054 -0.287 0.266 0.459
H -5.393280 6.690346 -5.082664 0.046 -0.015 -0.050
H -6.357150 8.783146 -4.384854 0.864 0.501 -0.086
H -5.627040 8.683066 -2.703764 0.407 0.191 -0.253
H -6.896200 7.694396 -3.300574 0.093 -0.657 0.332
H -3.557590 8.369136 -3.878884 0.188 0.096 0.010
C -2.651170 -3.058644 -1.293184 0.082 -0.581 0.011
C -2.088740 -1.670504 -1.168114 -0.149 -0.243 -2.321
C -3.075440 -0.567924 -1.286654 -0.238 1.485 0.640
O -1.279410 -1.612114 -0.043704 0.170 0.459 0.764
H -1.770130 -3.692574 -1.393144 -0.304 -0.460 0.110
H -3.346550 -3.262644 -2.107394 0.197 0.360 -0.268
H -3.203800 -3.315354 -0.389414 0.105 -0.111 0.252
H -1.455730 -1.436244 -2.023994 0.568 -0.655 -0.079
H -3.697630 -0.592534 -2.181294 -0.119 -0.416 0.164
H -2.486150 0.343826 -1.384394 -0.101 0.276 0.136
H -3.660550 -0.447754 -0.374904 -0.444 -0.086 -0.047
H -1.912180 -1.674424 0.675546 0.251 -0.033 0.668
C 4.525100 1.935816 0.984186 1.359 0.799 0.896
C 3.190050 2.415316 1.488006 -1.287 -0.131 -2.385
C 2.349130 2.968876 0.316626 0.581 1.056 -0.233
O 2.424660 1.369076 1.944716 -0.928 -1.776 2.598
H 5.113660 2.795406 0.663556 -0.170 0.043 -0.893
H 4.486590 1.123186 0.258746 -0.173 0.288 -0.164
H 5.182640 1.631296 1.798436 -0.371 -0.595 0.362
H 3.275720 3.137006 2.300366 0.087 -0.028 -0.032
H 2.122270 2.203766 -0.425824 0.611 -0.282 -0.111
H 2.915300 3.778656 -0.143604 -0.215 0.106 -0.413
H 1.345600 3.328276 0.544336 0.196 0.212 0.730
H 2.199040 0.697156 1.297236 0.289 0.301 -0.364